Below is C35H24BrClF6INO4PRuS2 as an isolated structure, with properties calculated with ωB97M-V/def2-TZVPD.

XYZ file:
```
77
Properties=species:S:1:pos:R:3:lowdin_charge:R:1
Ru 0.23991 0.28548 -0.53284 1.07
F -4.80315 3.26368 -1.49790 0.15
C -3.51585 3.21476 -1.17603 -0.69
F -2.79039 3.18137 -2.29092 0.12
F -3.19590 4.30509 -0.48604 0.15
S -3.16373 1.74827 -0.12304 0.61
O -1.72544 1.77422 0.06997 -0.39
O -3.99035 1.88525 1.03117 -0.24
N -3.61315 0.61768 -1.12597 -0.28
S -3.09812 -0.83976 -1.04016 0.61
O -1.63139 -0.95423 -1.00378 -0.46
O -3.77845 -1.71371 -0.13335 -0.25
C -3.54987 -1.41690 -2.73042 -0.68
F -2.82446 -0.79651 -3.65339 0.13
F -4.83684 -1.19276 -2.95938 0.16
F -3.31713 -2.72360 -2.80398 0.15
Br -0.09281 0.05950 2.38116 0.89
C 0.28028 1.90714 2.65553 -0.56
C 0.04509 2.41664 3.89570 -0.12
C 0.35062 3.76649 4.15951 -0.07
C 0.89110 4.54709 3.18007 -0.03
C 1.13542 4.02610 1.88651 -0.16
C 1.69526 4.84115 0.87161 -0.03
C 1.92064 4.34094 -0.37506 -0.07
C 1.57585 3.00094 -0.66853 -0.19
C 1.01935 2.16937 0.27246 -0.39
C 0.81395 2.67316 1.58826 -0.25
H -0.37112 1.78894 4.67176 0.10
H 0.15748 4.17022 5.14438 0.11
H 1.13844 5.58371 3.37511 0.11
H 1.93927 5.86956 1.11001 0.11
H 2.34977 4.96662 -1.14774 0.10
H 1.74133 2.64574 -1.68092 0.06
I 3.27618 0.08884 0.16154 1.15
C 4.42742 -1.61595 -0.27052 -0.59
C 5.72972 -1.30837 -0.54480 -0.18
C 6.69624 -2.30598 -0.74392 -0.07
C 6.33355 -3.60720 -0.62286 -0.04
C 4.99174 -3.96400 -0.34444 -0.15
C 4.68693 -5.33340 -0.19703 -0.03
C 3.41773 -5.73574 0.07011 -0.05
C 2.40248 -4.77513 0.13587 -0.10
C 2.62144 -3.42405 -0.01199 -0.29
P 1.01019 -2.49710 -0.10449 1.01
C 0.25546 -3.48786 -1.44702 -0.37
C -0.81714 -4.35778 -1.29937 -0.08
C -1.28688 -5.07942 -2.39035 -0.08
C -0.69745 -4.93370 -3.63464 -0.08
C 0.37780 -4.06675 -3.78916 -0.07
C 0.85071 -3.35188 -2.70216 -0.12
C 0.20383 -3.02558 1.45001 -0.43
C 0.95614 -3.38818 2.56796 -0.11
C 0.33385 -3.65798 3.77779 -0.08
C -1.04710 -3.57760 3.89003 -0.08
C -1.80400 -3.21569 2.78569 -0.07
C -1.18401 -2.93003 1.57810 -0.16
C 3.96596 -2.96430 -0.20494 -0.18
H 6.03016 -0.26968 -0.58965 0.08
H 7.71779 -2.02339 -0.96162 0.11
H 7.06042 -4.40229 -0.73282 0.12
H 5.49344 -6.04986 -0.29614 0.12
H 3.17517 -6.78245 0.19827 0.11
H 1.38815 -5.12434 0.28639 0.11
H -1.28746 -4.49354 -0.33547 0.10
H -2.12621 -5.75069 -2.26188 0.11
H -1.07180 -5.49213 -4.48260 0.10
H 0.85106 -3.95190 -4.75591 0.11
H 1.70688 -2.69600 -2.82333 0.10
H 2.03387 -3.45577 2.50105 0.11
H 0.93465 -3.93008 4.63602 0.11
H -1.52917 -3.78931 4.83553 0.11
H -2.88110 -3.13416 2.85404 0.12
H -1.79654 -2.62056 0.74408 0.06
Cl -0.38843 1.27654 -3.07283 0.55
C 0.81457 0.01196 -2.71023 -0.66
H 1.80701 0.37466 -2.95679 -0.02
H 0.53257 -0.90773 -3.20688 -0.03
```

Multiplicity: 6
Total charge: 0
HOMO level (alpha / beta): -7.32 / -8.11 eV
ΔE to the lowest compared entry with this formula, charge and spin: 0.0 kcal per mole
E_tot: -186872.492 eV
Orbital gap (alpha / beta): 6.9741 / 6.8499 eV
Lowest unoccupied orbital energy (alpha / beta): -0.35 / -1.26 eV


Below is C35H26AuN3O2P as an isolated structure, with properties calculated with ωB97M-V/def2-TZVPD.

XYZ file:
```
68
Properties=species:S:1:pos:R:3:lowdin_charge:R:1
Au -0.33102 -0.00785 -1.09372 0.91
O -3.78457 -3.34221 0.64279 0.10
C -4.86651 -2.71744 0.17571 -0.25
C -6.04394 -3.45177 0.05536 0.00
C -7.19085 -2.84470 -0.40316 -0.05
C -7.20394 -1.49069 -0.76572 -0.07
C -6.04883 -0.75985 -0.67179 -0.03
C -4.85785 -1.35350 -0.19968 -0.08
C -3.61700 -0.61166 -0.09601 -0.38
O -2.58667 -1.07290 0.38416 0.02
N -3.65848 0.71008 -0.60745 0.15
N -2.51395 1.28408 -0.73118 -0.03
C -2.36354 2.56120 -0.66955 -0.02
C -1.09064 3.14928 -1.07318 -0.27
C -0.87614 4.51603 -0.96071 0.00
C 0.31920 5.04665 -1.41655 -0.03
C 1.24399 4.19936 -2.00199 -0.02
C 0.96098 2.84163 -2.05604 -0.13
N -0.16616 2.31924 -1.58096 0.01
H -3.05235 -2.69540 0.69909 0.08
H -6.02759 -4.49619 0.33907 0.13
H -8.10093 -3.42687 -0.48473 0.12
H -8.11715 -1.02834 -1.11478 0.11
H -6.03116 0.28323 -0.95079 0.11
H -3.17612 3.20238 -0.33396 0.14
H -1.64156 5.14244 -0.51722 0.12
H 0.52266 6.10537 -1.32289 0.12
H 2.17234 4.57520 -2.41111 0.12
H 1.66225 2.14514 -2.49470 0.10
C 5.95350 2.13614 -1.01848 -0.06
C 5.45390 2.28546 0.26771 -0.06
C 4.22062 1.74494 0.60912 -0.08
C 3.49144 1.03718 -0.34273 -0.36
C 3.99640 0.88793 -1.63656 -0.11
C 5.22428 1.43432 -1.97216 -0.07
P 1.88643 0.27776 0.00592 1.04
C 1.29418 0.93283 1.58652 -0.36
C 1.20928 2.31821 1.76192 -0.12
C 0.61726 2.83961 2.90194 -0.07
C 0.10162 1.98479 3.86934 -0.07
C 0.16337 0.60970 3.68761 -0.06
C 0.74445 0.08014 2.54348 -0.07
C 2.24058 -1.47397 0.24964 -0.33
C 3.34795 -1.88549 0.94601 -0.06
C 3.57869 -3.25881 1.15717 -0.05
C 2.70130 -4.18096 0.65886 -0.01
C 1.55674 -3.78817 -0.07512 -0.16
C 0.64147 -4.73656 -0.59399 -0.03
C -0.44271 -4.33000 -1.31393 -0.07
C -0.66900 -2.95226 -1.55072 -0.12
C 0.17428 -2.00249 -1.04074 -0.25
C 1.31344 -2.40383 -0.28767 -0.21
H 6.91120 2.56877 -1.27937 0.11
H 6.02514 2.82507 1.01299 0.11
H 3.84020 1.85816 1.61634 0.11
H 3.43266 0.32505 -2.37486 0.11
H 5.61402 1.31627 -2.97616 0.11
H 1.60839 2.98491 1.00279 0.10
H 0.55447 3.91342 3.03751 0.11
H -0.35604 2.39486 4.76103 0.11
H -0.24641 -0.05277 4.44024 0.11
H 0.76988 -0.99156 2.38949 0.11
H 4.04921 -1.15484 1.33450 0.11
H 4.44919 -3.57652 1.71699 0.11
H 2.87563 -5.23963 0.81742 0.12
H 0.81926 -5.79052 -0.41007 0.12
H -1.15056 -5.05651 -1.69520 0.11
H -1.53016 -2.66259 -2.14511 0.10
```

Multiplicity: 3
Total charge: +1
HOMO level (alpha / beta): -9.95 / -10.54 eV
ΔE to the lowest compared entry with this formula, charge and spin: 6.7 kcal per mole
E_tot: -58256.004 eV
Orbital gap (alpha / beta): 6.4591 / 5.1998 eV
Lowest unoccupied orbital energy (alpha / beta): -3.49 / -5.34 eV


Below is C35H26Cl5LuN3O5S as an isolated structure, with properties calculated with ωB97M-V/def2-TZVPD.

XYZ file:
```
76
Properties=species:S:1:pos:R:3:lowdin_charge:R:1
Lu -1.19002 1.33497 -0.51340 1.40
Cl -4.87619 1.65419 -0.70635 0.63
C -4.01218 2.52877 -1.95627 -0.70
C -2.65198 2.31361 -2.05845 -0.35
C -1.99370 3.05393 -3.01033 -0.69
Cl -0.24325 2.83468 -3.06306 0.65
C -2.61880 3.93272 -3.87901 -0.69
Cl -1.70281 4.78725 -5.07769 0.64
C -3.99586 4.11438 -3.75529 -0.69
Cl -4.82836 5.20422 -4.81675 0.64
C -4.70169 3.41209 -2.77457 -0.70
Cl -6.40783 3.63926 -2.58091 0.64
C 4.18078 -0.60484 -1.24601 -0.04
O 4.31855 -1.99123 -1.59311 -0.06
C 3.96882 -2.96379 -0.72620 -0.25
C 4.49340 -4.22628 -1.02025 -0.01
C 4.20004 -5.32489 -0.23658 -0.09
C 3.35697 -5.18580 0.86604 -0.09
C 2.80522 -3.94710 1.13193 -0.01
C 3.09366 -2.82471 0.35255 -0.18
N 2.48851 -1.57700 0.68445 0.13
C 1.42151 -1.07406 -0.04275 -0.39
N 1.19491 -1.67927 -1.21024 0.16
C 0.12484 -1.50671 -2.14887 -0.19
C -0.90354 -0.57822 -2.04850 -0.16
C -1.85297 -0.67129 -3.08885 -0.17
C -1.78053 -1.58261 -4.12945 -0.10
C -0.71753 -2.48523 -4.19304 -0.05
C 0.22675 -2.43410 -3.19323 -0.24
O 1.31431 -3.26695 -3.12234 -0.11
C 1.48795 -4.19810 -4.16908 -0.08
N 0.75876 -0.03139 0.33768 0.05
C 0.77331 0.51911 1.63339 -0.29
C 0.87974 1.83728 1.74642 -0.05
C 0.15541 2.50087 2.84290 -0.18
C 0.03388 1.78375 4.21334 -0.18
C 0.21636 0.29833 4.05513 -0.01
C 0.44204 -0.25934 2.86970 -0.28
O 0.41474 -1.60447 2.64773 -0.12
C -0.35374 -2.38117 3.56062 -0.07
H 4.77056 -0.06597 -1.98021 0.09
H 4.56676 -0.40676 -0.24900 0.10
H 3.14629 -0.27716 -1.30738 0.08
H 5.15167 -4.30350 -1.88105 0.12
H 4.62909 -6.29157 -0.48423 0.10
H 3.11408 -6.03674 1.49188 0.10
H 2.11156 -3.81400 1.95779 0.11
H 2.36420 -1.43061 1.67247 0.13
H 1.79539 -2.45446 -1.43054 0.11
H -2.69516 0.00787 -3.08575 0.06
H -2.54322 -1.59922 -4.90129 0.09
H -0.64258 -3.19736 -5.00413 0.09
H 2.39861 -4.75041 -3.94976 0.09
H 1.59323 -3.69415 -5.13167 0.09
H 0.64760 -4.89326 -4.22420 0.09
H 1.18128 2.41828 0.89336 0.11
H 0.42544 3.54798 2.96120 0.15
H 0.64483 2.17296 5.03141 0.13
H 0.04442 -0.32561 4.92686 0.11
H -0.52067 -3.34767 3.08893 0.09
H -1.31056 -1.89326 3.75165 0.10
H 0.17213 -2.52769 4.50608 0.09
O -2.66248 4.76856 0.13968 0.08
C -1.93216 3.97230 0.68103 -0.59
O -0.96028 3.29135 0.07712 -0.29
C -2.01398 3.72418 2.17289 -0.17
C -2.43701 4.67374 2.99935 -0.02
C -2.30032 4.53566 4.46918 -0.08
C -1.81891 3.43731 5.05178 -0.06
C -1.47285 2.20968 4.25799 -0.24
C -1.44466 2.43883 2.70643 -0.60
S -2.23223 1.00717 1.85564 0.59
H -2.83095 5.59326 2.58141 0.11
H -2.59050 5.38106 5.08640 0.09
H -1.73316 3.38668 6.13672 0.10
H -2.13496 1.39167 4.55070 0.12
```

Multiplicity: 1
Total charge: -1
HOMO level: -4.94 eV
ΔE to the lowest compared entry with this formula, charge and spin: 59.6 kcal per mole
E_tot: -158494.884 eV
Orbital gap: 7.1844 eV
Lowest unoccupied orbital energy: 2.25 eV


Question: What is the formula in the third record?
Answer: C35H26Cl5LuN3O5S


Question: Look up the total charge of the first one.
Answer: 0


Question: Which formula does entry 3 have?
Answer: C35H26Cl5LuN3O5S


Question: Look up the ΔE to the lowest compared entry with this formula, charge and spin of the third one.
Answer: 59.6 kcal per mole